No. 1
# C18H22N2OS

C18H22N2OS as an isolated structure at a distorted geometry (the ωB97M-V functional and the def2-TZVPD basis, the OMol25 dataset).

Summary:
- ΔE to the lowest compared entry with this formula, charge and spin: 377.28 kcal per mole
- HOMO-LUMO gap: 7.7 eV
- LUMO level: 0.16 eV
- E: -1281.4575 a.u.

```
! wB97M-V def2-TZVPD RIJCOSX def2/J DEFGRID3
* xyz 0 1
C 1.204 3.110 3.467
H 2.098 3.072 3.956
O 1.072 1.754 2.893
C -0.088 1.623 2.175
C -0.345 0.462 1.751
C -1.383 -0.024 1.127
C -2.345 0.899 0.737
C -1.918 2.294 0.889
C -0.870 2.662 1.757
H -0.880 3.629 2.003
H -2.494 2.893 0.660
C -3.095 0.596 -0.399
H -4.265 1.267 -0.372
H -3.454 -0.616 -0.309
C -2.683 0.869 -1.923
N -1.534 0.073 -1.923
C -1.497 -0.982 -2.808
N -0.253 -1.740 -2.575
C 0.874 -1.690 -1.751
C 1.376 -0.473 -1.256
C 2.344 -0.170 -0.346
C 2.686 -1.469 0.602
C 2.161 -2.708 0.149
C 1.135 -2.860 -0.751
C 0.789 -4.020 -1.358
H -0.550 -4.079 -1.302
H 0.704 -4.362 -2.219
H 0.974 -4.908 -0.513
H 2.316 -3.496 0.803
H 3.278 -1.349 1.229
C 3.020 1.040 -0.030
H 2.711 1.454 0.974
H 4.007 0.973 -0.097
H 2.439 1.938 -0.666
H 1.096 0.515 -1.950
H -0.041 -2.752 -3.169
S -2.369 -1.428 -4.040
H -0.903 0.044 -1.131
H -3.399 0.378 -2.567
H -2.475 1.784 -1.843
H -1.592 -1.216 0.825
H 0.435 -0.567 2.510
H 0.394 3.633 4.138
H 1.318 3.947 2.653
*
```


No. 2
# C16H17NO4

One molecule with the formula C16H17NO4 (the ωB97M-V functional and the def2-TZVPD basis, the OMol25 dataset).

Summary:
- ΔE to the lowest compared entry with this formula, charge and spin: 20.32 kcal per mole
- HOMO-LUMO gap: 9.0 eV
- LUMO level: 0.48 eV
- E: -975.6275 a.u.

```
! wB97M-V def2-TZVPD RIJCOSX def2/J DEFGRID3
* xyz 0 1
C -5.072 -0.613 -0.960
C -3.944 0.065 -0.236
C -4.244 0.958 0.785
C -3.242 1.608 1.480
C -1.918 1.379 1.161
C -1.600 0.490 0.142
N -0.264 0.240 -0.215
C 0.881 0.657 0.382
O 0.954 1.372 1.357
C 2.114 0.086 -0.312
C 3.426 0.607 0.290
C 4.345 1.340 -0.653
O 5.516 1.512 -0.449
O 3.733 1.813 -1.745
C 4.083 -0.730 0.773
C 3.257 -1.165 1.964
C 2.124 -1.621 1.450
C 2.280 -1.454 -0.048
O 3.667 -1.633 -0.236
C -2.610 -0.181 -0.565
C -2.238 -1.150 -1.656
H -5.024 -1.694 -0.833
H -6.026 -0.270 -0.568
H -5.044 -0.390 -2.025
H -5.278 1.145 1.037
H -3.490 2.298 2.271
H -1.129 1.881 1.694
H -0.153 -0.355 -1.021
H 2.070 0.275 -1.385
H 3.220 1.271 1.138
H 4.371 2.294 -2.298
H 5.163 -0.696 0.870
H 3.555 -1.046 2.985
H 1.239 -1.982 1.935
H 1.705 -2.111 -0.696
H -1.584 -1.934 -1.272
H -1.728 -0.637 -2.474
H -3.117 -1.631 -2.069
*
```